No. 1
Below is a structure of composition C35H43N2O3SbSeY, with properties calculated with wB97M-V/def2-TZVPD.

Output
2S+1: 1
Net charge: +3
Energy above the lowest of the compared OMol25 structures with the same formula, charge and spin: 1.206 eV

Geometry as XYZ:
```
86
C35H43N2O3SbSeY | OMol25 | wB97M-V/def2-TZVPD
Y 0.060 -0.202 0.361
C 1.931 1.545 -2.115
O 1.830 0.688 -0.950
C 2.920 -0.258 -0.811
C 2.503 -1.597 -1.375
O 1.226 -1.910 -0.771
C 0.358 -2.789 -1.539
C -1.067 -2.370 -1.227
O -1.214 -0.939 -1.412
C -1.925 -0.571 -2.629
H 2.829 2.156 -2.033
H 1.053 2.187 -2.122
H 1.957 0.946 -3.025
H 3.145 -0.328 0.258
H 3.809 0.115 -1.321
H 3.235 -2.367 -1.130
H 2.377 -1.555 -2.458
H 0.519 -3.822 -1.231
H 0.599 -2.685 -2.597
H -1.323 -2.596 -0.184
H -1.789 -2.909 -1.840
H -2.927 -0.995 -2.585
H -1.374 -0.937 -3.494
H -1.985 0.513 -2.650
C 4.029 1.714 2.775
N 3.378 2.694 1.913
C 2.079 2.793 1.633
Se 0.681 1.695 2.278
N 1.883 3.889 0.886
C 3.097 4.548 0.683
C 3.422 5.723 0.019
C 4.756 6.081 0.035
C 5.725 5.301 0.687
C 5.396 4.135 1.350
C 4.053 3.777 1.332
H 3.279 1.055 3.201
H 4.544 2.236 3.579
H 4.756 1.140 2.201
H 0.968 4.253 0.670
H 2.677 6.336 -0.469
H 5.064 6.992 -0.459
H 6.755 5.630 0.677
H 6.144 3.547 1.864
C -5.612 -0.027 3.230
C -4.460 0.358 4.120
C -4.728 1.017 5.319
C -3.720 1.399 6.188
C -2.393 1.129 5.883
C -2.096 0.481 4.698
C -3.116 0.101 3.823
Sb -2.395 -0.922 2.133
C -3.851 -1.273 0.637
C -4.250 -2.575 0.347
C -5.167 -2.814 -0.670
C -5.680 -1.747 -1.392
C -5.261 -0.450 -1.116
C -4.332 -0.193 -0.113
C -3.860 1.214 0.147
C -1.741 -2.842 2.718
C -0.416 -3.153 2.406
C 0.147 -4.375 2.730
C -0.638 -5.302 3.403
C -1.943 -4.992 3.753
C -2.518 -3.763 3.430
C -3.910 -3.435 3.891
H -6.539 -0.043 3.800
H -5.485 -1.009 2.780
H -5.747 0.692 2.420
H -5.759 1.224 5.578
H -3.972 1.902 7.112
H -1.602 1.411 6.564
H -1.058 0.255 4.470
H -3.863 -3.410 0.922
H -5.494 -3.824 -0.880
H -6.412 -1.920 -2.169
H -5.672 0.376 -1.685
H -4.444 1.941 -0.414
H -2.808 1.343 -0.159
H -3.917 1.487 1.204
H 0.235 -2.413 1.921
H 1.177 -4.599 2.487
H -0.222 -6.263 3.677
H -2.530 -5.717 4.302
H -4.461 -4.336 4.152
H -4.480 -2.910 3.124
H -3.878 -2.795 4.777
```


No. 2
Below is a cluster of 7 separate species, C35H43NO4 in total in a non-equilibrium geometry, with properties calculated with wB97M-V/def2-TZVPD.

Output
2S+1: 1
Energy above the lowest of the compared OMol25 structures with the same formula, charge and spin: 0.680 eV

Geometry as XYZ:
```
83
C35H43NO4 | OMol25 | wB97M-V/def2-TZVPD
C 2.181 -3.451 -1.188
N 2.401 -3.597 0.294
O 1.778 -4.452 0.939
O 3.195 -2.872 0.821
H 1.136 -3.448 -1.497
H 2.799 -4.230 -1.633
H 2.724 -2.538 -1.431
C -6.258 2.307 6.629
O -6.009 0.875 6.578
C -5.804 0.244 7.861
C -5.829 -1.296 7.692
O -4.690 -1.932 7.190
C -4.247 -1.419 5.898
H -6.393 2.830 5.681
H -5.439 2.806 7.146
H -7.209 2.425 7.148
H -6.612 0.525 8.536
H -4.927 0.626 8.384
H -6.771 -1.485 7.176
H -6.072 -1.710 8.671
H -5.053 -1.240 5.186
H -3.533 -2.155 5.528
H -3.764 -0.470 6.130
C 3.549 4.546 6.502
C 3.552 3.154 6.212
C 4.748 2.655 5.859
C 5.921 3.339 6.008
C 5.883 4.622 6.533
C 4.702 5.295 6.682
H 2.529 4.888 6.589
H 2.620 2.612 6.144
H 4.736 1.589 5.680
H 6.907 2.899 5.965
H 6.781 5.178 6.760
H 4.719 6.330 6.989
C 1.646 -3.384 -7.497
C 1.083 -4.592 -7.048
C 1.957 -5.724 -7.028
C 3.345 -5.676 -7.310
C 3.856 -4.481 -7.676
C 2.992 -3.360 -7.782
H 0.981 -2.544 -7.636
H 0.042 -4.752 -6.809
H 1.441 -6.647 -6.811
H 3.901 -6.578 -7.520
H 4.846 -4.539 -8.104
H 3.528 -2.441 -7.969
C -1.049 2.579 -2.282
C -0.846 2.325 -0.919
C -1.889 2.308 -0.014
C -3.149 2.684 -0.410
C -3.318 3.069 -1.694
C -2.319 2.987 -2.677
H -0.203 2.341 -2.910
H 0.122 2.042 -0.532
H -1.650 2.015 0.998
H -3.973 2.833 0.271
H -4.310 3.462 -1.862
H -2.493 3.379 -3.668
C -5.732 -2.900 -3.405
C -6.245 -2.791 -4.713
C -7.619 -3.108 -4.951
C -8.429 -3.437 -3.890
C -7.919 -3.559 -2.615
C -6.579 -3.315 -2.342
H -4.689 -2.628 -3.341
H -5.608 -2.460 -5.520
H -8.043 -3.091 -5.944
H -9.468 -3.561 -4.160
H -8.555 -3.841 -1.789
H -6.244 -3.429 -1.321
C 8.190 4.139 -1.973
C 8.166 2.832 -1.516
C 8.042 1.810 -2.460
C 7.781 2.092 -3.787
C 7.891 3.380 -4.260
C 8.060 4.413 -3.332
H 8.289 4.925 -1.239
H 8.391 2.666 -0.473
H 7.999 0.783 -2.127
H 7.782 1.362 -4.583
H 7.709 3.538 -5.313
H 8.038 5.421 -3.719
```


No. 3
Below is a structure of composition C35H44AsN7OPbS2 in a non-equilibrium geometry, with properties calculated with wB97M-V/def2-TZVPD.

Output
2S+1: 2
Net charge: +1
Energy above the lowest of the compared OMol25 structures with the same formula, charge and spin: 0.347 eV

Geometry as XYZ:
```
91
C35H44AsN7OPbS2 | OMol25 | wB97M-V/def2-TZVPD
Pb -1.018 -0.654 -0.058
O -0.016 -2.963 -0.122
N -0.487 -3.906 -0.885
C 0.240 -5.032 -1.010
C -0.185 -6.095 -1.764
C -1.396 -5.994 -2.447
C -2.113 -4.827 -2.339
C -1.663 -3.761 -1.553
S -2.571 -2.304 -1.472
H 1.178 -5.024 -0.475
H 0.416 -6.986 -1.814
H -1.751 -6.805 -3.063
H -3.042 -4.690 -2.864
S 5.750 -0.735 -2.192
C 4.016 -0.536 -1.891
C 3.519 0.607 -1.271
C 2.162 0.683 -1.035
N 1.304 -0.263 -1.401
C 1.779 -1.334 -2.024
C 3.124 -1.529 -2.273
C 5.903 0.746 -3.203
C 5.570 0.657 -4.545
C 5.665 1.814 -5.307
N 6.042 2.976 -4.812
C 6.362 3.045 -3.533
C 6.314 1.954 -2.673
H 4.174 1.408 -0.971
H 1.737 1.538 -0.525
H 1.043 -2.060 -2.338
H 3.478 -2.423 -2.761
H 5.258 -0.279 -4.979
H 5.426 1.803 -6.362
H 6.671 4.019 -3.179
H 6.596 2.046 -1.636
C 4.583 -0.971 1.837
C 3.671 -1.778 1.164
C 2.318 -1.557 1.275
C 1.832 -0.513 2.091
C 2.772 0.289 2.781
C 4.120 0.068 2.635
N 0.518 -0.227 2.124
C -0.032 0.340 3.226
C 0.283 -0.129 4.519
C -0.386 0.360 5.618
C -1.330 1.369 5.478
C -1.622 1.865 4.213
C -1.002 1.350 3.099
H 5.642 -1.158 1.750
H 4.034 -2.591 0.554
H 1.606 -2.203 0.790
H 2.409 1.109 3.384
H 4.820 0.706 3.151
H 1.016 -0.917 4.622
H -0.179 -0.041 6.598
H -1.827 1.766 6.349
H -2.336 2.669 4.104
H -1.213 1.732 2.111
C -2.977 1.617 -3.382
As -1.291 1.231 -2.426
C -0.141 1.099 -4.020
C -0.840 3.080 -1.893
H -2.893 2.519 -3.990
H -3.791 1.740 -2.670
H -3.221 0.772 -4.027
H -0.348 1.930 -4.696
H -0.343 0.161 -4.536
H 0.908 1.124 -3.732
H -0.508 3.665 -2.750
H -0.044 3.081 -1.152
H -1.710 3.566 -1.455
C -5.952 1.903 2.251
N -4.543 1.905 1.907
C -4.074 3.155 1.354
C -3.867 0.736 1.661
N -3.028 0.596 0.675
N -4.115 -0.291 2.502
C -4.450 -0.101 3.895
C -3.691 -1.621 2.143
H -6.519 2.427 1.475
H -6.123 2.414 3.202
H -6.323 0.885 2.314
H -4.421 3.960 2.003
H -4.450 3.345 0.340
H -2.985 3.174 1.345
H -3.071 1.377 0.031
H -4.509 0.954 4.145
H -3.675 -0.548 4.522
H -5.407 -0.577 4.129
H -3.858 -1.775 1.079
H -4.288 -2.341 2.698
H -2.633 -1.795 2.361
```


No. 4
Below is a structure of composition C35H44AsN9O5STi in a non-equilibrium geometry, with properties calculated with wB97M-V/def2-TZVPD.

Output
2S+1: 2
Net charge: +1
Energy above the lowest of the compared OMol25 structures with the same formula, charge and spin: 0.287 eV

Geometry as XYZ:
```
96
C35H44AsN9O5STi | OMol25 | wB97M-V/def2-TZVPD
Ti -0.113 0.443 -0.237
C 0.141 3.841 -2.888
C 0.137 2.384 -2.525
O -0.181 2.106 -1.313
C 0.391 1.429 -3.489
C 0.206 0.024 -3.293
C 0.255 -0.881 -4.488
N -0.067 -0.464 -2.108
N -0.459 -1.822 -2.084
C -0.805 -2.158 -0.890
O -0.647 -1.325 0.139
C -1.498 -3.452 -0.668
C -2.190 -3.653 0.521
C -2.918 -4.823 0.720
C -2.964 -5.789 -0.276
C -2.271 -5.590 -1.469
C -1.539 -4.428 -1.665
H -0.817 4.094 -3.351
H 0.257 4.454 -1.995
H 0.932 4.068 -3.605
H 0.615 1.766 -4.491
H 0.593 -0.338 -5.369
H 0.913 -1.731 -4.296
H -0.737 -1.295 -4.675
H -2.170 -2.876 1.276
H -3.461 -4.974 1.649
H -3.549 -6.691 -0.132
H -2.315 -6.338 -2.255
H -1.006 -4.253 -2.595
S -4.683 5.473 2.748
N -4.970 4.360 1.627
C -3.873 3.642 1.538
C -3.678 2.501 0.645
C -4.672 2.001 -0.202
C -4.380 0.930 -0.997
C -3.099 0.400 -0.958
N -2.155 0.864 -0.151
C -2.438 1.894 0.656
C -1.359 2.339 1.577
N -0.199 1.665 1.527
C 0.766 1.989 2.381
C 0.638 3.000 3.315
C -0.528 3.715 3.351
C -1.554 3.377 2.467
C -2.844 4.064 2.424
N -3.178 5.098 3.163
H -5.653 2.466 -0.210
H -5.126 0.497 -1.652
H -2.820 -0.433 -1.588
H 1.682 1.420 2.295
H 1.452 3.223 3.991
H -0.672 4.532 4.051
C -0.674 -0.915 4.840
As 0.265 -1.213 3.140
C 0.152 -3.171 3.216
C 2.058 -0.998 3.923
H -0.194 -1.461 5.654
H -1.709 -1.250 4.751
H -0.679 0.151 5.083
H 0.914 -3.579 3.883
H 0.260 -3.612 2.222
H -0.830 -3.450 3.596
H 2.278 -1.816 4.611
H 2.096 -0.058 4.479
H 2.825 -0.977 3.144
C 3.486 -0.719 -2.108
N 3.928 0.287 -1.151
C 5.383 0.444 -1.034
C 5.719 1.247 0.195
C 4.905 2.519 0.174
N 3.480 2.182 0.136
C 2.563 3.296 0.360
C 3.046 1.041 -0.459
O 1.839 0.717 -0.379
H 4.008 -1.661 -1.923
H 3.724 -0.387 -3.121
H 2.422 -0.870 -2.026
H 5.774 0.921 -1.936
H 5.811 -0.552 -0.953
H 6.784 1.468 0.226
H 5.456 0.665 1.082
H 5.170 3.138 -0.691
H 5.077 3.109 1.073
H 2.622 3.642 1.394
H 1.546 2.992 0.142
H 2.832 4.125 -0.297
N 1.754 -4.331 -0.252
C 2.984 -4.127 0.514
C 3.190 -2.646 0.785
O 4.246 -2.153 1.094
O 2.078 -1.917 0.661
H 1.886 -4.133 -1.237
H 1.376 -2.536 0.379
H 1.409 -5.278 -0.181
H 3.892 -4.519 0.068
H 2.864 -4.600 1.487
```


No. 5
Below is a structure of composition C35H45BrN4P2W in a non-equilibrium geometry, with properties calculated with wB97M-V/def2-TZVPD.

Output
E: -133379.9661 eV
2S+1: 3
Net charge: +4

Geometry as XYZ:
```
88
C35H45BrN4P2W | OMol25 | wB97M-V/def2-TZVPD
C 2.767 4.992 -0.999
C 1.775 4.061 -1.392
C 1.565 3.893 -2.788
C 2.298 4.687 -3.686
N 3.192 5.592 -3.285
C 3.428 5.749 -1.982
C 1.001 3.323 -0.423
C 0.237 2.918 0.451
C -1.088 2.358 0.767
C -1.338 1.790 2.028
C -2.625 1.320 2.372
C -3.537 1.283 1.311
C -3.180 1.463 -0.057
C -1.998 2.240 -0.276
W -2.294 -0.215 0.885
P 1.276 -0.402 -0.282
H 0.833 3.188 -3.193
H 2.997 5.159 0.052
H 2.151 4.610 -4.772
H 4.154 6.519 -1.692
H -1.846 2.684 -1.274
H -0.656 2.016 2.860
H -3.899 1.247 -0.845
H -2.930 1.018 3.379
C 1.957 -2.124 -0.153
C 3.173 -2.533 -0.990
H 1.118 -2.798 -0.379
H 2.191 -2.262 0.914
H 3.394 -3.595 -0.802
H 3.010 -2.415 -2.068
H 4.070 -1.962 -0.722
C 1.585 0.050 -2.063
C 2.954 0.570 -2.501
H 0.834 0.833 -2.266
H 1.318 -0.822 -2.683
H 2.928 0.805 -3.578
H 3.236 1.495 -1.982
H 3.752 -0.169 -2.352
C 2.569 0.536 0.673
C 4.055 0.149 0.679
H 2.205 0.455 1.711
H 2.425 1.584 0.380
H 4.602 0.858 1.317
H 4.229 -0.847 1.101
H 4.518 0.186 -0.313
Br -4.351 -1.420 1.377
P -2.007 -1.703 -1.622
C -0.717 -2.606 -2.606
C -1.203 -3.880 -3.304
H 0.074 -2.858 -1.884
H -0.270 -1.920 -3.343
H -0.386 -4.292 -3.912
H -1.495 -4.653 -2.581
H -2.052 -3.686 -3.975
C -2.911 -3.155 -0.951
C -4.206 -3.541 -1.639
H -3.181 -2.895 0.090
H -2.226 -4.009 -0.848
H -4.753 -4.250 -1.001
H -4.863 -2.678 -1.793
H -4.043 -4.046 -2.600
C -2.798 -0.638 -2.949
C -3.366 -1.335 -4.169
H -1.995 0.041 -3.267
H -3.539 0.008 -2.461
H -3.956 -0.620 -4.755
H -2.574 -1.703 -4.832
H -4.034 -2.165 -3.913
N -0.544 1.509 10.495
C -0.379 1.113 9.404
C -0.180 0.635 8.058
C -0.519 1.456 6.975
C -0.306 1.018 5.663
C 0.159 -0.288 5.455
C 0.512 -1.114 6.525
C 0.359 -0.639 7.829
N 0.155 -0.843 4.145
C -0.019 -2.180 3.759
C -0.487 -2.170 2.482
N -0.651 -0.838 2.074
C -0.025 -0.119 3.021
H -0.941 2.444 7.154
H -0.519 1.672 4.817
H 0.924 -2.106 6.337
H 0.654 -1.253 8.679
H 0.213 -2.991 4.435
H -0.714 -3.017 1.856
H 0.529 0.804 2.894
```